1.
C4H10Br3N3O6 | ωB97M-V/def2-TZVPD

Geometry as XYZ:
```
26
Properties=species:S:1:pos:R:3
C 15.84524 -6.37904 12.92370
N 15.03680 -5.30510 13.58908
O 15.59211 -4.62158 14.41696
O 13.88432 -5.19498 13.23079
H 15.27734 -7.29772 13.00216
H 16.79836 -6.38524 13.44061
H 15.98111 -6.10252 11.88245
C 17.40718 -5.90796 17.07923
N 18.61093 -5.29568 17.69378
O 19.63160 -5.95202 17.72124
O 18.46361 -4.21070 18.21478
H 17.54586 -6.01321 16.00472
H 16.58178 -5.22364 17.23512
H 17.24818 -6.88000 17.52315
C 13.99515 -9.36604 15.52276
N 14.80754 -8.34582 16.24380
O 14.81018 -7.20315 15.84063
O 15.43935 -8.74084 17.19945
H 14.69636 -10.14082 15.22090
H 13.49696 -8.91935 14.67302
H 13.33434 -9.79012 16.27321
C 15.23683 -5.69266 21.07555
Br 15.84743 -7.25489 20.07630
Br 13.33569 -5.76013 21.48026
Br 15.65916 -4.04555 20.10930
H 15.72936 -5.66530 22.03537
```

Results
Relative energy (zero: lowest compared OMol25 entry of this formula, charge and spin)   0.0 kJ/mol
Calculated total energy   -231184.025 eV
HOMO-LUMO gap   9.817 eV
Highest occupied orbital energy   -10.13 eV
Net charge   0

---

2.
C4H10BrN2 | ωB97M-V/def2-TZVPD

Geometry as XYZ:
```
17
Properties=species:S:1:pos:R:3
C -0.22880 -1.19080 -0.68141
C -0.44794 0.88893 1.77891
C 0.14504 1.84027 -0.58920
C -0.69926 0.92867 0.30527
N -1.14095 -2.06892 -0.42115
N 0.92734 -1.54113 -1.09466
Br -2.53388 0.70278 -0.24958
H -1.20879 1.50199 2.24285
H 0.52741 1.31387 2.23615
H -0.73811 -0.16157 2.22097
H -0.27038 2.80035 -0.58770
H 0.10025 1.39518 -1.58976
H 1.11522 1.82344 -0.18937
H -2.08442 -1.83821 -0.22720
H -1.03036 -3.12166 -0.44135
H 1.75302 -0.84908 -1.16809
H 1.24405 -2.43774 -1.17534
```

Results
Relative energy (zero: lowest compared OMol25 entry of this formula, charge and spin)   0.0 kJ/mol
2S+1   3
Calculated total energy   -77321.410 eV
HOMO-LUMO gap (alpha / beta)   8.057 / 7.188 eV
Highest occupied orbital energy (alpha / beta)   -11.29 / -14.49 eV
Net charge   +1

---

3.
C4H10BrPS | ωB97M-V/def2-TZVPD

Geometry as XYZ:
```
17
Properties=species:S:1:pos:R:3
C -1.21008 -1.84287 -1.37519
P -1.57462 -0.99663 0.21452
S -3.66596 -1.42781 0.45295
Br -1.60281 1.09190 -0.53095
H -2.04375 -1.69707 -2.11903
H -0.42624 -1.22443 -1.74997
H -0.85350 -2.92795 -1.34667
H -4.24925 -0.32237 -0.10569
C 1.44947 0.41947 1.89367
C 1.55537 0.54521 0.58182
C 2.00882 1.79351 -0.08927
H 1.79707 1.31298 2.44573
H 1.39037 -0.39395 2.62992
H 1.09002 -0.28672 0.08397
H 2.59522 1.28204 -1.04467
H 2.65010 2.36804 0.48510
H 1.08977 2.30666 -0.42624
```

Results
Relative energy (zero: lowest compared OMol25 entry of this formula, charge and spin)   157.5 kJ/mol
Calculated total energy   -94475.649 eV
HOMO-LUMO gap   9.193 eV
Highest occupied orbital energy   -8.99 eV
Net charge   0

---

4.
C4H10Cl3MgO2 | ωB97M-V/def2-TZVPD

Geometry as XYZ:
```
20
Properties=species:S:1:pos:R:3
Mg -1.09929 2.00121 -0.69402
Cl -2.96376 0.79384 -1.18199
Cl -0.50618 3.29562 -2.51288
Cl -1.01331 2.92147 1.38056
C -1.31373 -1.44656 1.60538
O 0.07471 -1.16271 1.62229
C 0.78674 -1.49384 0.47062
C 0.29621 -0.68040 -0.74226
O 0.36654 0.71418 -0.48069
C 1.67592 1.23447 -0.66271
H -1.63395 -1.49257 2.64643
H -1.52083 -2.43014 1.16799
H -1.85117 -0.63581 1.10823
H 0.69960 -2.56016 0.21901
H 1.83113 -1.28637 0.70154
H -0.76838 -0.88935 -0.84267
H 0.82466 -0.95077 -1.65722
H 2.40492 0.67202 -0.06952
H 1.71842 2.27793 -0.37360
H 1.99173 1.11795 -1.70449
```

Results
Relative energy (zero: lowest compared OMol25 entry of this formula, charge and spin)   17.3 kJ/mol
Calculated total energy   -51424.839 eV
HOMO-LUMO gap   8.865 eV
Highest occupied orbital energy   -5.81 eV
Net charge   -1

---

5.
C4H10ClISi | ωB97M-V/def2-TZVPD

Geometry as XYZ:
```
17
Properties=species:S:1:pos:R:3
C -0.45647 2.02184 -1.10918
C -0.04428 -0.62500 2.73510
C -0.57182 0.74234 -1.93013
C 0.97632 -1.46900 2.07046
Si 0.39697 -0.88470 -1.61591
Cl 2.07021 -0.74239 -2.85218
I -1.03314 -2.74327 -2.29201
H -1.01518 2.16528 -0.19201
H 0.65422 1.99870 -0.77764
H -0.62808 2.90500 -1.66222
H 0.25008 0.29765 2.95909
H -0.87349 -0.61144 2.16165
H -0.32721 -1.05805 3.69717
H -0.36744 0.98689 -3.11242
H -1.74034 0.64846 -1.82711
H 0.87254 -2.59029 2.07659
H 1.83711 -1.04202 1.67075
```

Results
Relative energy (zero: lowest compared OMol25 entry of this formula, charge and spin)   374.6 kJ/mol
Calculated total energy   -32809.066 eV
HOMO-LUMO gap (alpha / beta)   6.728 / 8.434 eV
Highest occupied orbital energy (alpha / beta)   -8.18 / -8.01 eV
Net charge   0

---

6.
C4H10ClN3 | ωB97M-V/def2-TZVPD

Geometry as XYZ:
```
18
Properties=species:S:1:pos:R:3
H 2.38109 -0.15569 0.38523
N 2.13859 -0.86109 -0.25916
C 0.88925 -0.74969 -0.51019
N 0.23300 -1.62356 -1.34237
C -0.15342 0.12383 0.25931
C -1.14718 -0.77870 0.93381
Cl 0.69128 1.06548 1.56316
C -0.87808 1.10227 -0.67092
N -1.83649 0.42752 -1.58941
H 0.80764 -2.28102 -1.86948
H -0.71081 -1.22086 -1.65023
H -1.61624 -0.10556 1.65563
H -1.69211 -1.39029 0.21489
H -0.54113 -1.53377 1.54564
H -1.44057 1.73208 0.06734
H -0.21515 1.79031 -1.29831
H -2.65552 0.28389 -0.98119
H -2.07808 0.98143 -2.37865
```

Results
Relative energy (zero: lowest compared OMol25 entry of this formula, charge and spin)   0.0 kJ/mol
Calculated total energy   -21302.742 eV
HOMO-LUMO gap   9.582 eV
Highest occupied orbital energy   -8.89 eV
Net charge   0

---

7.
C4H10ClNSi | ωB97M-V/def2-TZVPD

Geometry as XYZ:
```
17
Properties=species:S:1:pos:R:3
C 0.84042 2.45452 -1.23613
C 1.61325 2.06855 -0.24818
C -1.82729 -0.53798 0.31415
C -0.03213 -1.89192 -0.51174
N -0.50722 -0.98495 0.52188
Si 0.58174 -0.05252 1.45710
Cl 2.14951 -1.07966 2.12418
H 1.43232 3.05891 -2.13990
H -0.15471 2.04064 -1.57587
H 2.52088 2.52320 0.11982
H -1.90486 0.04605 -0.70938
H -2.55665 -1.34977 0.31946
H -2.07057 0.22460 1.10845
H -0.14015 -1.62671 -1.51374
H 0.99208 -2.16856 -0.21823
H -0.76680 -2.85341 -0.52188
H -0.16979 0.12901 2.71001
```

Results
Relative energy (zero: lowest compared OMol25 entry of this formula, charge and spin)   450.0 kJ/mol
Calculated total energy   -26197.333 eV
HOMO-LUMO gap (alpha / beta)   7.822 / 7.824 eV
Highest occupied orbital energy (alpha / beta)   -7.82 / -7.82 eV
Net charge   0

---

8.
C4H10CsO2 | ωB97M-V/def2-TZVPD

Geometry as XYZ:
```
17
Properties=species:S:1:pos:R:3
Cs 34.56633 13.87423 -3.66545
C 29.21854 13.33074 -2.46100
O 29.90443 12.24291 -2.93838
C 29.33119 11.68357 -4.11535
C 30.12631 10.44785 -4.61798
O 31.41814 10.79577 -4.97606
C 32.18456 9.70755 -5.44772
H 29.68092 13.87843 -1.63981
H 28.25763 13.03894 -2.03720
H 29.16059 14.19765 -3.11919
H 29.44217 12.38009 -4.94639
H 28.25841 11.49266 -4.14363
H 29.64861 10.11934 -5.54100
H 30.15307 9.70811 -3.81787
H 33.19993 9.98194 -5.73377
H 31.66500 9.12923 -6.21171
H 32.37125 9.00701 -4.63378
```

Results
Relative energy (zero: lowest compared OMol25 entry of this formula, charge and spin)   117.9 kJ/mol
Calculated total energy   -8945.995 eV
HOMO-LUMO gap   8.574 eV
Highest occupied orbital energy   -12.47 eV
Net charge   +1